Record 1
Density functional theory data (wB97M-V/def2-TZVPD) for a structure of composition C2H5N2O2 in a non-equilibrium geometry.

Structure (ORCA input):
```
! wB97M-V def2-TZVPD RIJCOSX def2/J DEFGRID3
* xyz 1 1
C 1.210 -0.691 -0.326
C 1.006 0.632 0.287
N -0.096 -0.613 -0.866
N -0.354 0.491 -0.277
O -2.704 -0.264 0.077
O -1.473 1.060 -0.065
H 2.081 -0.951 -0.813
H 1.256 -1.610 0.260
H 1.111 0.707 1.337
H 1.529 1.460 -0.121
H -3.566 -0.221 0.507
*
```

Summary:
- Energy above the lowest of the compared OMol25 structures with the same formula, charge and spin: 8.424 eV
- HOMO-LUMO gap (spin up / spin down): 8.22 / 8.33 eV
- LUMO (spin up / spin down): -8.5 / -8.5 eV
- E_tot: -9213.71343 eV

Record 2
Density functional theory data (wB97M-V/def2-TZVPD) for a structure of composition C7H14N2OS in a non-equilibrium geometry.

Structure (ORCA input):
```
! wB97M-V def2-TZVPD RIJCOSX def2/J DEFGRID3
* xyz 0 1
C -0.477 -1.133 1.703
C -1.260 -1.520 0.417
C 1.092 -1.618 -0.159
C 0.953 -0.721 1.136
C -0.287 -1.222 -0.700
C 0.720 1.524 1.647
C -0.894 1.504 -2.731
N 0.973 0.640 0.561
N 0.003 0.651 -0.492
O 1.375 2.430 -1.660
S 0.792 1.170 -2.036
H -0.913 -0.241 2.187
H -0.353 -1.975 2.444
H -1.705 -2.530 0.396
H -2.179 -0.870 0.443
H 1.808 -1.171 -0.902
H 0.919 -2.679 0.023
H 1.679 -0.827 2.034
H -0.547 -1.372 -1.702
H -0.321 1.725 1.971
H 1.171 1.254 2.608
H 1.043 2.558 1.297
H -1.327 0.521 -2.811
H -0.867 1.762 -3.709
H -1.397 2.141 -1.968
*
```

Summary:
- Energy above the lowest of the compared OMol25 structures with the same formula, charge and spin: 1.903 eV
- HOMO-LUMO gap: 8.79 eV
- LUMO: 0.8 eV
- E_tot: -23344.56921 eV

Record 3
Density functional theory data (wB97M-V/def2-TZVPD) for a structure of composition C40H54IrN4Si2.

Structure (ORCA input):
```
! wB97M-V def2-TZVPD RIJCOSX def2/J DEFGRID3
* xyz 2 2
Ir -0.175 0.283 -0.302
C -0.367 -2.553 -3.633
C -1.645 -3.057 -3.472
C -2.424 -2.586 -2.427
C -1.907 -1.627 -1.577
N -0.642 -1.151 -1.727
C 0.097 -1.604 -2.741
C -2.660 -1.065 -0.435
C -3.892 -1.479 0.036
C -4.390 -0.910 1.200
C -3.675 0.076 1.859
C -2.463 0.486 1.332
N -1.994 -0.104 0.221
C -1.606 1.582 1.820
C -2.000 2.476 2.796
C -1.185 3.560 3.089
C -0.010 3.726 2.381
C 0.332 2.787 1.425
N -0.428 1.720 1.166
H 0.270 -2.881 -4.442
H -2.037 -3.799 -4.154
H -3.433 -2.947 -2.292
H 1.087 -1.184 -2.838
H -4.447 -2.251 -0.477
H -5.344 -1.233 1.592
H -4.069 0.529 2.757
H -2.943 2.346 3.306
H -1.478 4.274 3.846
H 0.638 4.572 2.556
H 1.235 2.882 0.836
C -2.632 -4.511 1.976
C -1.554 -3.586 2.467
C -1.169 -3.602 3.813
C -0.116 -2.821 4.286
C 0.310 -2.885 5.726
C 0.553 -1.994 3.397
C 0.153 -1.898 2.047
C -0.906 -2.726 1.609
N 0.745 -1.071 1.134
C 2.194 -0.821 1.126
C 2.673 0.268 2.109
C 4.161 0.558 1.878
C 4.965 -0.725 2.109
C 4.502 -1.802 1.125
C 4.724 -1.307 -0.305
C 3.932 -0.014 -0.541
C 4.375 1.062 0.449
C 2.458 -0.349 -0.313
C 3.013 -2.101 1.351
H -2.386 -5.549 2.200
H -2.769 -4.424 0.898
H -3.584 -4.293 2.464
H -1.686 -4.261 4.501
H -0.366 -3.502 6.313
H 0.337 -1.890 6.172
H 1.311 -3.310 5.812
H 1.363 -1.386 3.769
H -1.117 -2.769 0.552
H 2.526 -0.049 3.140
H 2.090 1.177 1.970
H 4.475 1.325 2.589
H 4.835 -1.069 3.138
H 6.031 -0.528 1.971
H 5.069 -2.720 1.287
H 4.422 -2.072 -1.027
H 5.785 -1.111 -0.473
H 4.075 0.317 -1.569
H 3.809 1.988 0.284
H 5.426 1.306 0.286
H 2.156 -1.138 -1.001
H 1.855 0.596 -0.549
H 2.859 -2.478 2.364
H 2.665 -2.875 0.659
C 2.236 1.766 -2.785
Si 0.505 2.459 -3.030
C 0.712 4.317 -2.963
C 0.012 1.870 -4.743
C -0.725 1.910 -1.659
Si -2.485 2.080 -2.371
C -2.676 3.727 -3.251
C -3.831 2.195 -1.052
C -2.960 0.676 -3.531
H 2.865 2.081 -3.618
H 2.134 0.686 -2.846
H 2.686 2.102 -1.853
H 1.479 4.631 -3.674
H 1.048 4.632 -1.970
H -0.197 4.872 -3.193
H 0.706 2.338 -5.447
H -0.995 2.122 -5.067
H 0.130 0.787 -4.849
H -0.711 2.798 -1.004
H -2.540 4.556 -2.551
H -3.709 3.782 -3.607
H -2.029 3.897 -4.107
H -3.539 2.817 -0.201
H -4.161 1.224 -0.682
H -4.706 2.673 -1.497
H -2.110 0.157 -3.975
H -3.557 1.077 -4.352
H -3.590 -0.057 -3.016
*
```

Summary:
- Energy above the lowest of the compared OMol25 structures with the same formula, charge and spin: 0.000 eV
- HOMO-LUMO gap (spin up / spin down): 7.08 / 6.93 eV
- LUMO (spin up / spin down): -6.4 / -6.9 eV
- E_tot: -66901.89342 eV

Record 4
Density functional theory data (wB97M-V/def2-TZVPD) for a cluster of 11 separate species, C24H66F3O12 in total in a non-equilibrium geometry.

Structure (ORCA input):
```
! wB97M-V def2-TZVPD RIJCOSX def2/J DEFGRID3
* xyz -1 1
C -0.085 -0.733 -1.922
O 0.338 -0.819 -0.554
O 0.262 -1.860 -2.470
C -1.528 -0.282 -2.122
F -1.683 1.061 -1.946
F -1.950 -0.516 -3.378
F -2.410 -0.922 -1.286
C 0.639 0.351 0.190
C 1.268 -0.102 1.504
H 0.788 -1.015 1.874
H 2.298 -0.415 1.337
H 1.155 0.667 2.268
H -0.285 0.903 0.412
H 1.382 1.025 -0.267
H 0.540 0.105 -2.357
C -2.622 -5.734 -3.469
C -2.009 -4.332 -3.587
O -0.614 -4.415 -3.405
H -3.503 -5.844 -4.101
H -2.880 -5.947 -2.420
H -1.916 -6.536 -3.689
H -2.473 -3.594 -2.926
H -2.176 -3.974 -4.620
H -0.311 -3.501 -3.196
C 5.306 -2.798 -0.181
C 3.784 -2.899 -0.243
O 3.341 -2.637 -1.549
H 5.767 -3.451 -0.923
H 5.682 -2.992 0.819
H 5.561 -1.781 -0.510
H 3.344 -2.210 0.497
H 3.499 -3.895 0.143
H 2.366 -2.620 -1.507
C -0.486 5.336 0.709
C -1.676 4.771 1.450
O -2.075 5.691 2.464
H -0.742 6.362 0.431
H -0.146 4.743 -0.130
H 0.352 5.525 1.397
H -1.558 3.768 1.881
H -2.503 4.635 0.744
H -1.569 5.474 3.261
C 3.581 -0.383 4.071
C 4.461 0.442 5.016
O 4.149 1.844 5.067
H 2.599 -0.519 4.526
H 4.105 -1.321 3.919
H 3.404 0.216 3.184
H 5.474 0.420 4.603
H 4.398 0.051 6.025
H 4.535 2.279 4.304
C -1.347 -2.978 1.482
C -1.193 -3.813 0.208
O 0.207 -3.942 -0.042
H -0.501 -3.176 2.142
H -2.278 -3.189 2.023
H -1.336 -1.906 1.280
H -1.615 -3.281 -0.652
H -1.659 -4.796 0.260
H 0.404 -3.091 -0.477
C -5.354 0.274 -1.330
C -5.460 -0.714 -2.456
O -6.707 -1.416 -2.453
H -6.164 0.997 -1.479
H -4.439 0.864 -1.417
H -5.391 -0.166 -0.338
H -4.615 -1.411 -2.434
H -5.294 -0.233 -3.430
H -7.268 -1.067 -3.144
C 1.484 3.604 4.446
C 0.119 3.867 5.050
O -0.400 5.186 4.775
H 1.465 3.781 3.371
H 1.743 2.569 4.692
H 2.317 4.152 4.894
H 0.164 3.664 6.127
H -0.615 3.182 4.621
H -0.043 5.825 5.397
C -1.035 -1.982 5.045
C -0.440 -1.013 6.081
O -0.276 -1.564 7.373
H -2.107 -1.949 4.863
H -0.767 -3.000 5.341
H -0.541 -1.754 4.099
H -1.092 -0.128 6.136
H 0.511 -0.655 5.689
H -0.896 -2.289 7.484
C -0.452 2.564 -6.295
C -1.702 1.793 -5.894
O -2.861 2.175 -6.681
H 0.372 2.264 -5.652
H -0.657 3.635 -6.219
H -0.255 2.354 -7.347
H -1.953 1.879 -4.839
H -1.489 0.735 -6.094
H -2.865 1.625 -7.467
C 2.886 2.578 -3.753
C 3.083 1.143 -4.261
O 1.889 0.472 -4.678
H 2.731 2.628 -2.668
H 1.961 2.990 -4.162
H 3.741 3.195 -4.020
H 3.608 0.476 -3.561
H 3.775 1.208 -5.111
H 1.426 0.217 -3.865
*
```

Summary:
- Energy above the lowest of the compared OMol25 structures with the same formula, charge and spin: 1.896 eV
- HOMO-LUMO gap: 7.57 eV
- LUMO: 2.0 eV
- E_tot: -58679.41210 eV